# C47H81F3N11O12PS2

A cluster of 10 separate species, C47H81F3N11O12PS2 in total in a non-equilibrium geometry (the ωB97M-V functional and the def2-TZVPD basis, the OMol25 dataset).

SMILES   CCOCCc1ccc(P(C)CC)c2c1N(C)c1c(C(F)(F)F)cc(CCCCCOC(C)=O)c(N=C=S)c1S2.CC(N)=O.CC(N)=O.CC(N)=O.CC(N)=O.CC(N)=O.CC(N)=O.CC(N)=O.CC(N)=O.CC(N)=O
Total energy   -4782.066265 hartree
E_LUMO   -0.12 eV
Gap between HOMO and LUMO   6.8 eV

```
157
Properties=species:S:1:pos:R:3:forces:R:3:mulliken_charge:R:1
C 0.337575 2.540503 6.964701 -0.3 -0.2 -0.6 -0.72
C 0.392857 3.749807 5.945889 -0.1 -1.0 1.1 -0.59
O 0.992592 3.273636 4.724424 0.5 1.3 0.9 0.16
C 2.359773 3.712678 4.625337 0.2 -0.7 -1.5 -1.05
C 2.815552 3.363499 3.123834 -1.5 0.0 0.5 -0.46
C 1.552014 3.545485 2.224798 -1.1 0.4 -1.4 0.22
C 1.212161 4.920306 1.798634 -1.3 -1.8 -0.6 -0.82
C 0.050090 5.189714 0.975518 0.3 -1.6 0.8 -1.17
C -0.879060 4.113120 0.525267 2.8 -0.7 1.1 0.44
P -2.291673 4.698017 -0.525498 -0.5 1.4 0.0 -0.15
C -1.424757 5.354052 -2.087260 0.5 -1.3 -0.2 -0.71
C -3.407919 3.366466 -1.203031 -0.1 -1.4 -1.3 -0.60
C -2.774126 2.531511 -2.409086 0.1 -0.2 0.4 -0.60
C -0.514401 2.773373 0.971405 1.5 0.6 0.5 1.47
C 0.687780 2.449647 1.792736 -0.1 2.7 -0.4 -0.96
N 1.029485 1.082192 2.184060 -1.6 -0.3 -0.9 1.21
C 0.122631 0.595222 3.288642 0.2 -0.2 0.8 -0.63
C 0.930222 0.160195 1.070017 0.4 -2.0 -2.6 -1.26
C 2.000728 -0.810950 0.777101 -0.9 -0.5 -1.1 -0.17
C 3.312099 -0.886384 1.641150 -1.5 1.3 -1.4 0.87
F 3.110607 -1.545360 2.821258 0.8 0.8 -1.3 -0.25
F 4.309211 -1.487272 0.900971 -0.9 0.5 1.5 -0.30
F 3.712463 0.421654 1.879163 0.1 -2.1 0.2 -0.24
C 1.908530 -1.739060 -0.367100 -2.2 1.4 0.2 -1.49
C 0.747331 -1.746678 -1.279610 0.6 1.1 1.3 0.78
C 0.733114 -2.719157 -2.493201 -0.8 0.0 0.4 -0.87
C 0.138980 -2.133856 -3.832161 0.3 -0.1 -0.2 -0.88
C 0.478215 -0.625870 -4.135655 -0.7 0.4 -1.3 -0.48
C 1.232823 -0.392369 -5.512875 -0.1 1.1 1.2 -0.63
C 1.676702 1.142354 -5.624139 0.1 -1.0 -0.5 -0.44
O 3.081713 1.170103 -6.050966 -0.4 0.1 -0.8 -0.41
C 3.212291 0.773260 -7.375499 0.3 0.0 -1.6 0.53
C 3.148913 1.851880 -8.522193 0.0 0.0 1.1 -0.78
O 3.410546 -0.368363 -7.714044 -0.1 0.5 0.9 -0.51
C -0.324163 -0.797480 -0.996426 2.3 0.6 1.4 0.07
N -1.543940 -0.666509 -1.843515 0.3 -1.7 2.5 -0.19
C -2.439789 -1.247692 -1.230043 -1.9 0.4 -1.7 0.28
S -3.856849 -1.853150 -0.767962 1.7 0.5 0.0 -0.42
C -0.223221 0.114475 0.134674 1.4 0.1 0.8 1.57
S -1.525815 1.353358 0.491712 1.0 -0.4 -0.3 -0.14
H -0.483241 1.862094 6.590922 0.8 0.6 0.6 0.12
H 0.098020 2.847311 8.014296 0.2 -0.2 -0.9 0.29
H 1.270361 1.907939 6.938817 -0.7 0.9 0.1 0.24
H -0.679422 4.062496 5.781705 1.2 -0.1 -0.2 0.29
H 0.994409 4.609668 6.340749 -0.6 -0.6 -0.3 0.34
H 3.003214 3.105692 5.321808 -0.5 0.9 -0.3 0.36
H 2.445718 4.820076 4.778636 -0.1 -0.9 0.2 0.41
H 3.132989 2.292842 3.148118 -0.1 1.0 -0.4 -0.28
H 3.591801 4.069706 2.735305 -0.4 -0.8 0.5 0.49
H 1.871806 5.754604 2.147502 -0.7 -0.8 -0.5 0.33
H -0.149212 6.253282 0.699108 0.0 -1.1 0.2 0.29
H -0.727977 4.533710 -2.440426 -0.6 0.9 0.2 0.24
H -2.179276 5.572863 -2.900240 1.0 -0.2 1.3 0.16
H -0.788246 6.235754 -1.832104 -0.7 -0.6 -0.2 0.35
H -3.797292 2.648164 -0.424389 0.6 0.9 -0.6 0.39
H -4.332710 3.869812 -1.615634 1.1 -0.1 0.6 0.49
H -2.796715 3.117123 -3.365103 0.0 -0.5 0.9 0.34
H -3.306529 1.547761 -2.568872 0.4 1.1 0.2 0.26
H -1.705509 2.281700 -2.166478 -1.0 0.2 -0.3 0.00
H 0.125987 -0.531616 3.299432 -0.1 1.1 -0.1 0.31
H -0.919735 0.997222 3.138926 1.0 -0.5 0.4 0.25
H 0.561281 0.920823 4.268818 -0.7 -0.1 -1.0 0.08
H 2.705994 -2.481093 -0.601853 -0.6 0.9 0.4 0.24
H 0.070812 -3.585747 -2.197164 0.8 0.8 -0.3 0.24
H 1.745689 -3.169504 -2.656207 -0.9 0.6 0.2 0.30
H -0.975958 -2.272285 -3.846157 1.1 0.2 0.1 0.37
H 0.525873 -2.789820 -4.668334 -0.3 0.7 0.8 0.53
H 1.070027 -0.093791 -3.349194 -0.5 -0.7 -0.4 0.45
H -0.511322 -0.085167 -4.233346 1.1 -0.4 0.4 0.09
H 0.576088 -0.613868 -6.390132 0.7 -0.3 0.7 0.30
H 2.176438 -0.988827 -5.483095 -0.9 0.4 -0.4 0.43
H 1.623726 1.673037 -4.640617 0.1 -0.4 -1.0 0.30
H 1.108531 1.692296 -6.423097 0.1 -0.4 1.0 0.30
H 3.203970 2.872456 -8.070005 -0.1 -0.8 -0.7 0.33
H 3.990007 1.668648 -9.247193 -0.8 0.2 0.9 0.34
H 2.188659 1.724457 -9.081467 0.8 0.2 0.5 0.22
O -0.294549 -0.916794 6.431148 0.2 -0.1 0.1 -0.60
C -0.869137 -1.987950 6.331907 -0.3 0.2 -0.2 0.75
N -2.151497 -2.055422 5.896422 0.3 0.1 -0.1 -0.17
C -0.216132 -3.302253 6.676646 -0.1 -0.2 0.0 -1.05
H -2.662969 -2.913533 5.799235 0.0 0.1 0.1 0.13
H -2.611104 -1.190009 5.660356 -0.2 -0.1 0.1 0.12
H 0.085977 -3.285348 7.724055 0.1 0.0 -0.1 0.26
H 0.662970 -3.438355 6.046209 0.0 0.1 0.1 0.22
H -0.890993 -4.145417 6.521518 0.1 0.0 0.0 0.38
O -6.829423 -6.799236 -0.014017 0.2 0.0 0.1 -0.64
C -5.965689 -5.948275 -0.118274 -0.3 -0.1 -0.1 0.60
N -6.103773 -4.907420 -0.984003 -0.1 0.1 -0.1 -0.27
C -4.691617 -5.970797 0.685869 0.2 0.2 0.0 -0.68
H -5.415016 -4.185522 -1.099681 0.1 -0.1 0.0 0.12
H -6.946515 -4.868193 -1.534144 0.1 0.0 0.0 0.19
H -4.151263 -6.892360 0.469442 -0.1 0.0 0.1 0.24
H -4.940517 -5.934980 1.746633 0.0 -0.1 -0.1 0.23
H -4.045499 -5.123526 0.449853 0.0 -0.1 0.0 0.21
O 1.583062 -5.527910 -2.387167 0.2 -0.3 0.1 -0.61
C 2.269385 -6.272019 -1.704141 -0.1 0.1 -0.2 0.71
N 3.214205 -5.777653 -0.859446 0.1 0.2 0.0 -0.32
C 2.134477 -7.770767 -1.734497 0.3 0.3 0.1 -0.90
H 3.798857 -6.353589 -0.280844 -0.1 0.0 -0.1 0.19
H 3.325848 -4.777940 -0.818840 0.0 -0.1 0.0 0.19
H 2.329487 -8.123687 -2.747749 -0.1 0.0 0.0 0.27
H 1.121972 -8.042397 -1.442545 0.1 0.0 -0.1 0.17
H 2.832640 -8.255543 -1.056634 -0.1 0.0 -0.1 0.33
O -4.858950 -1.057681 5.649778 0.0 -0.1 -0.2 -0.69
C -5.488312 -0.573392 4.723000 0.0 0.2 0.2 0.68
N -5.969938 0.693578 4.790852 0.0 0.1 0.1 -0.39
C -5.778796 -1.323788 3.449656 -0.1 0.1 -0.2 -0.81
H -6.491516 1.131213 4.052822 0.1 -0.1 0.0 0.18
H -5.787715 1.216357 5.633036 0.0 0.0 -0.1 0.24
H -6.350705 -2.220819 3.688511 0.1 0.0 0.0 0.29
H -4.835580 -1.606617 2.980833 0.0 -0.1 0.1 0.16
H -6.352327 -0.721744 2.743711 0.0 -0.1 0.0 0.33
O -2.255769 2.569789 9.452732 0.0 -0.1 0.1 -0.60
C -2.050781 2.032246 10.523671 -0.1 0.2 -0.1 0.56
N -2.453129 2.609767 11.690393 -0.1 0.1 0.1 -0.39
C -1.347357 0.706282 10.650696 0.0 -0.1 0.3 -0.69
H -2.303934 2.200260 12.594747 0.0 0.0 -0.1 0.18
H -2.925834 3.497063 11.631156 0.0 -0.1 0.0 0.24
H -0.347106 0.792568 10.225774 -0.1 -0.1 -0.1 0.22
H -1.911358 -0.048710 10.102896 0.1 0.1 -0.1 0.18
H -1.258935 0.389784 11.691385 0.0 0.0 -0.1 0.33
O 1.971619 -10.268776 -0.455210 0.0 -0.5 0.2 -0.58
C 1.403522 -11.341906 -0.558383 -0.1 0.2 0.0 0.61
N 0.120327 -11.417345 -1.001744 -0.1 0.1 0.0 -0.34
C 2.059704 -12.652270 -0.210848 -0.2 -0.2 0.0 -0.92
H -0.384379 -12.279585 -1.101636 0.1 0.0 0.0 0.19
H -0.341188 -10.554505 -1.240947 0.0 -0.1 0.0 0.21
H 2.355467 -12.634090 0.838111 0.1 0.0 -0.1 0.26
H 2.942808 -12.784066 -0.836110 0.0 0.1 0.1 0.25
H 1.389903 -13.498440 -0.370090 0.1 0.0 0.0 0.32
O 2.188582 3.424909 -11.083902 0.1 0.1 -0.1 -0.60
C 2.948278 3.166592 -11.999216 -0.2 -0.1 0.1 0.71
N 3.156030 1.882434 -12.398931 0.0 -0.2 0.0 -0.38
C 3.710052 4.224357 -12.754114 0.2 -0.1 -0.2 -0.94
H 3.773233 1.625410 -13.148019 0.0 0.1 0.1 0.17
H 2.658089 1.156036 -11.909449 0.1 0.0 0.0 0.23
H 4.346367 4.769526 -12.056895 -0.1 0.0 0.0 0.24
H 3.000819 4.912357 -13.214258 0.0 0.0 0.1 0.26
H 4.337352 3.794699 -13.536472 0.0 0.1 0.0 0.33
O 5.904472 4.295469 1.632694 0.0 -0.1 0.1 -0.63
C 6.577971 3.539409 2.308325 0.0 0.2 -0.1 0.58
N 7.525682 4.016851 3.162497 0.1 0.2 0.1 -0.41
C 6.426787 2.041663 2.261645 0.2 0.0 0.2 -0.40
H 8.102701 3.430323 3.737753 -0.1 0.0 -0.1 0.18
H 7.646264 5.015557 3.212265 0.0 -0.1 0.0 0.23
H 6.621570 1.695486 1.246539 -0.2 0.0 0.0 0.25
H 5.410099 1.778581 2.546773 0.1 0.0 -0.1 -0.05
H 7.120257 1.542098 2.940383 0.0 0.0 0.0 0.35
O -3.656096 6.533474 -3.637195 -0.4 0.1 -0.4 -0.62
C -4.276201 7.031400 -4.560952 0.0 0.1 0.2 0.59
N -4.735917 8.307694 -4.488487 0.0 0.1 0.1 -0.41
C -4.580235 6.290449 -5.836165 -0.1 0.1 -0.2 -0.87
H -5.250167 8.756809 -5.224592 0.1 -0.1 0.0 0.18
H -4.544678 8.823848 -3.644581 0.0 0.0 -0.1 0.23
H -5.167625 5.403026 -5.599906 0.1 0.0 0.0 0.23
H -3.642732 5.992365 -6.305876 -0.1 -0.1 0.1 0.24
H -5.143422 6.904730 -6.540025 0.0 -0.1 0.0 0.35
```
Forces are in eV/Å.